No. 1
{
  "formula": "C35H38HfN5O6",
  "method": "the ωB97M-V functional and the def2-TZVPD basis",
  "charge": 1,
  "homo_ev": -10.77,
  "elements": ["Hf", "C", "C", "N", "C", "C", "N", "C", "C", "N", "H", "H", "H", "H", "H", "H", "H", "H", "H", "H", "H", "H", "H", "H", "H", "C", "O", "C", "C", "C", "C", "C", "C", "N", "N", "C", "O", "C", "C", "C", "C", "C", "C", "C", "O", "H", "H", "H", "H", "H", "H", "H", "H", "H", "H", "H", "H", "O", "C", "C", "O", "O", "C", "C", "C", "C", "C", "C", "C", "C", "C", "C", "C", "C", "H", "H", "H", "H", "H", "H", "H", "H", "H", "H", "H"],
  "coordinates": [[0.19, -0.39, 0.10], [0.86, -0.17, -3.17], [2.17, -0.54, -2.48], [1.97, -1.26, -1.20], [1.92, -2.73, -1.30], [0.65, -3.14, -2.01], [-0.53, -2.46, -1.42], [-1.55, -2.07, -2.42], [-1.53, -0.56, -2.72], [-0.28, 0.05, -2.23], [0.56, -0.96, -3.87], [1.02, 0.72, -3.77], [2.74, 0.36, -2.26], [2.77, -1.16, -3.15], [2.74, -1.00, -0.58], [1.96, -3.14, -0.29], [2.79, -3.12, -1.84], [0.54, -4.23, -1.97], [0.71, -2.88, -3.06], [-0.97, -3.09, -0.76], [-2.54, -2.34, -2.05], [-1.40, -2.64, -3.34], [-2.35, -0.06, -2.21], [-1.65, -0.38, -3.79], [-0.45, 1.06, -2.18], [3.40, 0.74, 2.93], [4.07, -0.51, 2.73], [3.33, -1.64, 2.77], [3.89, -2.77, 3.34], [3.20, -3.98, 3.40], [1.92, -4.05, 2.91], [1.34, -2.93, 2.30], [-0.06, -2.97, 1.94], [-0.66, -2.01, 1.32], [-2.06, -2.16, 1.17], [-2.55, -1.14, 0.55], [-1.81, -0.14, 0.11], [-4.01, -1.09, 0.27], [-4.57, 0.10, -0.17], [-5.93, 0.15, -0.46], [-6.72, -0.98, -0.31], [-6.15, -2.17, 0.14], [-4.80, -2.23, 0.43], [2.07, -1.74, 2.17], [1.57, -0.70, 1.51], [4.15, 1.42, 3.33], [2.59, 0.63, 3.66], [3.00, 1.13, 2.00], [4.89, -2.67, 3.76], [3.67, -4.85, 3.86], [1.33, -4.96, 3.01], [-0.67, -3.81, 2.26], [-3.95, 0.98, -0.28], [-6.38, 1.08, -0.80], [-7.78, -0.94, -0.53], [-6.76, -3.06, 0.25], [-4.35, -3.14, 0.79], [-0.65, 3.06, -1.49], [0.35, 3.46, -0.53], [0.58, 2.08, 0.11], [-0.13, 1.60, 1.04], [1.40, 1.30, -0.47], [1.63, 3.90, -1.22], [1.74, 3.92, -2.60], [2.93, 4.33, -3.21], [4.02, 4.70, -2.43], [3.91, 4.66, -1.04], [2.72, 4.27, -0.44], [-0.19, 4.57, 0.37], [-0.42, 5.80, -0.25], [-0.94, 6.86, 0.46], [-1.22, 6.72, 1.82], [-0.97, 5.52, 2.44], [-0.46, 4.43, 1.73], [-1.21, 3.83, -1.69], [0.90, 3.64, -3.22], [3.00, 4.36, -4.29], [4.94, 5.01, -2.89], [4.75, 4.95, -0.42], [2.64, 4.26, 0.64], [-0.17, 5.93, -1.30], [-1.12, 7.81, -0.04], [-1.61, 7.56, 2.38], [-1.17, 5.40, 3.50], [-0.29, 3.50, 2.23]]
}

***

No. 2
{
  "formula": "C35H38N4Pd",
  "method": "the ωB97M-V functional and the def2-TZVPD basis",
  "charge": -2,
  "s_squared": 2.020,
  "multiplicity": 3,
  "homo_ev": [1.79, 0.04],
  "elements": ["Pd", "N", "N", "C", "C", "C", "C", "H", "H", "H", "C", "C", "H", "H", "H", "C", "C", "H", "H", "H", "C", "H", "H", "H", "C", "H", "H", "H", "C", "H", "C", "H", "C", "H", "C", "H", "C", "C", "H", "C", "C", "H", "C", "H", "N", "C", "C", "C", "H", "C", "C", "H", "H", "H", "C", "H", "C", "C", "H", "H", "H", "C", "H", "H", "H", "N", "C", "C", "C", "C", "C", "C", "C", "H", "H", "H", "H", "H"],
  "coordinates": [[-0.31, 0.00, -0.34], [1.60, -1.21, 3.43], [-1.79, 0.42, 2.24], [-0.57, -0.69, -2.27], [-0.88, -1.73, -1.33], [0.30, -1.96, -0.54], [0.45, -2.89, 0.61], [-0.45, -3.48, 0.75], [0.67, -2.34, 1.54], [1.29, -3.58, 0.45], [1.32, -1.07, -1.00], [2.72, -1.06, -0.48], [3.29, -1.91, -0.86], [2.73, -1.12, 0.61], [3.23, -0.14, -0.78], [0.79, -0.28, -2.06], [1.54, 0.75, -2.84], [2.22, 1.30, -2.19], [0.85, 1.46, -3.31], [2.13, 0.28, -3.63], [-2.20, -2.37, -1.12], [-2.31, -3.26, -1.75], [-3.01, -1.68, -1.39], [-2.33, -2.66, -0.08], [-1.53, -0.10, -3.24], [-1.18, 0.88, -3.59], [-2.51, 0.03, -2.79], [-1.64, -0.75, -4.13], [2.74, -0.88, 4.01], [3.50, -1.66, 4.08], [3.01, 0.41, 4.51], [4.00, 0.60, 4.95], [2.04, 1.41, 4.41], [2.24, 2.43, 4.75], [0.81, 1.07, 3.88], [-0.02, 1.77, 3.76], [0.57, -0.30, 3.48], [-0.69, -0.84, 3.24], [-0.85, -1.75, 2.65], [-1.74, 0.70, 0.97], [-2.92, 0.96, 2.80], [-3.12, 0.82, 3.84], [-3.60, 1.62, 1.83], [-4.53, 2.16, 1.87], [-2.86, 1.45, 0.66], [-3.29, 1.87, -0.63], [-4.51, 1.37, -1.11], [-4.99, 1.85, -2.33], [-5.94, 1.46, -2.72], [-4.29, 2.82, -3.05], [-4.88, 3.40, -4.31], [-4.10, 3.67, -5.02], [-5.46, 4.31, -4.09], [-5.56, 2.69, -4.78], [-3.06, 3.27, -2.57], [-2.49, 4.01, -3.15], [-2.56, 2.83, -1.34], [-1.29, 3.40, -0.79], [-1.43, 3.85, 0.20], [-0.92, 4.18, -1.47], [-0.49, 2.64, -0.69], [-5.27, 0.33, -0.35], [-5.66, 0.70, 0.61], [-4.67, -0.57, -0.15], [-6.13, 0.01, -0.96], [1.67, 2.04, 0.57], [2.80, 2.03, 0.87], [4.19, 2.11, 1.22], [4.87, 3.32, 1.03], [6.22, 3.42, 1.37], [6.89, 2.31, 1.92], [6.21, 1.10, 2.10], [4.86, 1.00, 1.74], [4.33, 4.17, 0.61], [6.75, 4.36, 1.21], [7.94, 2.39, 2.20], [6.72, 0.23, 2.53], [4.33, 0.06, 1.87]]
}

***

No. 3
{
  "formula": "C35H39BaN6O2Se2",
  "method": "the ωB97M-V functional and the def2-TZVPD basis",
  "charge": -1,
  "homo_ev": -2.91,
  "elements": ["Ba", "C", "N", "C", "C", "C", "N", "C", "C", "C", "C", "C", "C", "C", "O", "C", "C", "C", "N", "C", "C", "C", "C", "C", "C", "C", "O", "H", "H", "H", "H", "H", "H", "H", "H", "H", "H", "H", "H", "H", "H", "H", "H", "H", "H", "H", "H", "H", "H", "H", "H", "H", "C", "C", "C", "C", "C", "C", "Se", "C", "C", "C", "H", "H", "H", "H", "H", "H", "H", "H", "H", "H", "H", "Se", "N", "C", "C", "C", "C", "N", "C", "N", "H", "H", "H"],
  "coordinates": [[0.04, -2.01, 0.03], [2.11, 1.14, -1.54], [2.33, -0.21, -1.03], [3.22, -0.16, 0.15], [2.84, 0.81, 1.26], [1.45, 0.66, 1.88], [1.14, -0.73, 2.19], [1.42, -1.16, 3.35], [1.21, -2.49, 3.89], [1.85, -2.78, 5.10], [1.73, -4.00, 5.73], [0.92, -4.97, 5.14], [0.26, -4.72, 3.97], [0.38, -3.48, 3.27], [-0.26, -3.30, 2.17], [3.01, -1.04, -2.04], [2.18, -1.70, -3.13], [1.63, -0.83, -4.27], [0.44, -0.02, -4.08], [-0.47, -0.45, -3.30], [-1.72, 0.23, -3.01], [-2.20, 1.24, -3.84], [-3.39, 1.89, -3.57], [-4.11, 1.51, -2.43], [-3.66, 0.51, -1.60], [-2.43, -0.14, -1.84], [-1.97, -1.04, -1.01], [3.08, 1.63, -1.75], [1.56, 1.75, -0.84], [1.53, 1.12, -2.46], [4.24, 0.12, -0.19], [3.29, -1.17, 0.56], [2.95, 1.84, 0.93], [3.59, 0.66, 2.05], [0.69, 1.06, 1.20], [1.41, 1.29, 2.78], [1.92, -0.47, 4.06], [2.45, -2.00, 5.55], [2.24, -4.19, 6.67], [0.80, -5.93, 5.63], [-0.39, -5.46, 3.51], [3.52, -1.85, -1.50], [3.81, -0.44, -2.51], [1.39, -2.33, -2.69], [2.86, -2.42, -3.61], [1.46, -1.47, -5.14], [2.44, -0.15, -4.57], [-0.34, -1.41, -2.78], [-1.60, 1.51, -4.71], [-3.74, 2.69, -4.21], [-5.04, 2.02, -2.20], [-4.20, 0.24, -0.70], [-4.72, 7.46, 1.44], [-3.73, 6.39, 1.05], [-3.81, 5.11, 1.58], [-2.91, 4.11, 1.23], [-3.05, 2.74, 1.84], [-1.87, 4.38, 0.32], [-0.63, 3.02, -0.18], [-1.79, 5.67, -0.23], [-0.72, 6.03, -1.22], [-2.71, 6.65, 0.14], [-5.45, 7.08, 2.15], [-5.27, 7.84, 0.57], [-4.22, 8.32, 1.89], [-4.60, 4.87, 2.28], [-3.93, 2.70, 2.49], [-2.16, 2.48, 2.41], [-3.14, 1.98, 1.06], [-0.65, 5.26, -2.00], [0.26, 6.06, -0.74], [-0.93, 7.00, -1.68], [-2.63, 7.64, -0.29], [3.83, -4.20, 0.92], [3.70, -5.92, 0.54], [2.61, -6.05, -0.20], [2.08, -7.27, -0.71], [0.92, -7.20, -1.40], [0.27, -5.94, -1.61], [0.72, -4.80, -1.19], [1.89, -4.85, -0.49], [2.41, -3.74, -0.01], [2.58, -8.21, -0.53], [0.47, -8.09, -1.81], [-0.67, -5.92, -2.16]]
}

***

No. 4
{
  "formula": "C35H39Br2N4O3Tl",
  "method": "the ωB97M-V functional and the def2-TZVPD basis",
  "charge": -2,
  "homo_ev": [0.93, -0.16],
  "elements": ["Tl", "C", "O", "C", "C", "O", "C", "C", "O", "C", "H", "H", "H", "H", "H", "H", "H", "H", "H", "H", "H", "H", "H", "H", "C", "C", "C", "C", "C", "C", "C", "C", "C", "C", "C", "C", "C", "C", "C", "N", "H", "H", "H", "H", "H", "H", "H", "H", "H", "H", "Br", "C", "C", "C", "N", "C", "C", "C", "C", "C", "Br", "C", "C", "N", "H", "H", "H", "H", "H", "H", "C", "C", "C", "C", "N", "H", "H", "H", "H", "H", "H", "H", "H", "H"],
  "coordinates": [[0.63, 0.13, 0.36], [-1.08, -2.89, 0.49], [-1.55, -1.67, -0.07], [-2.87, -1.32, 0.27], [-3.08, 0.19, 0.24], [-2.69, 0.76, 1.48], [-2.59, 2.17, 1.47], [-2.06, 2.66, 2.81], [-0.67, 2.49, 2.88], [-0.15, 2.49, 4.19], [-1.59, -3.75, 0.04], [0.00, -2.92, 0.29], [-1.22, -2.90, 1.58], [-3.55, -1.78, -0.46], [-3.12, -1.69, 1.27], [-2.50, 0.62, -0.59], [-4.15, 0.40, 0.09], [-1.92, 2.49, 0.67], [-3.59, 2.60, 1.31], [-2.30, 3.73, 2.91], [-2.55, 2.11, 3.62], [-0.29, 3.48, 4.66], [-0.61, 1.72, 4.81], [0.92, 2.28, 4.10], [4.43, -2.17, -1.50], [5.13, -2.45, -0.33], [4.45, -2.48, 0.87], [3.07, -2.24, 0.94], [2.34, -1.83, -0.22], [3.08, -1.83, -1.41], [2.37, -2.48, 2.22], [2.87, -3.41, 3.13], [2.19, -3.70, 4.31], [0.95, -3.07, 4.57], [0.17, -3.31, 5.72], [-1.07, -2.69, 5.89], [-1.55, -1.83, 4.91], [-0.80, -1.57, 3.77], [0.47, -2.16, 3.57], [1.18, -1.85, 2.45], [4.94, -2.17, -2.46], [6.20, -2.64, -0.36], [5.02, -2.67, 1.78], [2.58, -1.55, -2.34], [3.79, -3.94, 2.91], [2.57, -4.44, 5.01], [0.55, -4.00, 6.47], [-1.65, -2.89, 6.78], [-2.52, -1.36, 5.03], [-1.17, -0.90, 3.00], [2.09, 7.57, -0.13], [1.82, 5.66, -0.22], [2.43, 4.86, 0.75], [2.14, 3.50, 0.64], [1.41, 2.93, -0.29], [0.85, 3.72, -1.28], [1.04, 5.15, -1.20], [0.12, 3.15, -2.35], [-0.27, 3.95, -3.48], [-1.02, 3.38, -4.45], [-1.54, 4.43, -5.98], [-1.37, 2.03, -4.44], [-0.85, 1.28, -3.37], [-0.17, 1.81, -2.36], [3.04, 5.26, 1.54], [2.55, 2.82, 1.39], [0.56, 5.80, -1.91], [0.06, 4.98, -3.57], [-2.00, 1.61, -5.21], [-0.59, -0.45, -2.45], [-2.65, -1.09, -4.86], [-1.20, -1.05, -4.35], [-0.86, -2.41, -3.73], [-0.23, -0.79, -5.51], [-1.07, -0.08, -3.26], [-2.80, -1.96, -5.51], [-2.89, -0.20, -5.44], [-3.33, -1.16, -4.02], [-0.95, -3.21, -4.48], [-1.55, -2.62, -2.91], [0.15, -2.41, -3.33], [-0.36, -1.54, -6.29], [0.80, -0.83, -5.15], [-0.39, 0.19, -5.95]]
}

***

No. 5
{
  "formula": "C35H39N5Tl",
  "method": "the ωB97M-V functional and the def2-TZVPD basis",
  "charge": -1,
  "homo_ev": -1.72,
  "elements": ["Tl", "N", "N", "C", "C", "C", "C", "H", "H", "H", "C", "C", "H", "H", "H", "C", "C", "H", "H", "H", "C", "H", "H", "H", "C", "H", "H", "H", "C", "H", "C", "H", "C", "H", "C", "H", "C", "C", "H", "C", "C", "H", "C", "H", "N", "C", "C", "C", "H", "C", "C", "H", "H", "H", "C", "H", "C", "C", "H", "H", "H", "C", "H", "H", "H", "N", "C", "N", "C", "C", "C", "C", "C", "C", "H", "H", "H", "H", "H", "H"],
  "coordinates": [[-0.35, -0.20, 0.16], [0.30, -2.89, 2.25], [0.34, -2.35, -1.37], [0.94, 2.25, -0.36], [2.02, 1.36, -0.06], [1.88, 0.93, 1.30], [2.61, -0.17, 1.97], [3.35, -0.63, 1.30], [1.95, -0.98, 2.33], [3.16, 0.23, 2.84], [0.71, 1.56, 1.84], [0.07, 1.11, 3.10], [0.39, 1.71, 3.97], [0.32, 0.06, 3.32], [-1.03, 1.16, 3.04], [0.13, 2.38, 0.81], [-1.22, 2.99, 0.83], [-1.92, 2.38, 1.42], [-1.64, 3.06, -0.18], [-1.24, 4.01, 1.25], [2.99, 0.81, -1.03], [3.94, 1.37, -0.97], [2.64, 0.88, -2.07], [3.22, -0.25, -0.83], [0.59, 2.75, -1.71], [-0.50, 2.81, -1.85], [0.98, 2.08, -2.49], [1.01, 3.75, -1.90], [-0.35, -3.49, 3.25], [0.10, -3.45, 4.25], [-1.57, -4.17, 3.08], [-2.02, -4.67, 3.94], [-2.11, -4.21, 1.79], [-3.11, -4.64, 1.65], [-1.37, -3.72, 0.72], [-1.77, -3.75, -0.29], [-0.12, -3.09, 0.98], [0.73, -2.54, -0.03], [1.73, -2.17, 0.24], [-0.05, -1.10, -1.82], [0.35, -3.27, -2.44], [0.55, -4.31, -2.29], [0.01, -2.57, -3.53], [-0.10, -2.89, -4.54], [-0.23, -1.23, -3.16], [-0.45, -0.11, -4.04], [0.56, 0.31, -4.92], [0.35, 1.43, -5.75], [1.15, 1.74, -6.42], [-0.83, 2.16, -5.70], [-1.08, 3.31, -6.64], [-1.63, 4.11, -6.13], [-1.69, 2.98, -7.49], [-0.14, 3.70, -7.02], [-1.81, 1.77, -4.79], [-2.73, 2.36, -4.71], [-1.63, 0.66, -3.96], [-2.71, 0.37, -2.98], [-2.91, -0.69, -2.87], [-3.63, 0.88, -3.31], [-2.46, 0.78, -1.99], [1.87, -0.39, -4.97], [1.82, -1.33, -5.53], [2.27, -0.61, -3.97], [2.59, 0.27, -5.48], [-4.31, -1.63, 0.08], [-3.06, -1.18, -0.19], [-2.68, -0.29, 0.72], [-3.74, -0.12, 1.59], [-3.84, 0.74, 2.69], [-5.03, 0.74, 3.40], [-6.10, -0.08, 3.02], [-5.99, -0.94, 1.92], [-4.79, -0.95, 1.22], [-4.79, -2.31, -0.47], [-2.43, -1.55, -1.00], [-2.96, 1.32, 2.88], [-5.14, 1.39, 4.25], [-7.02, -0.04, 3.61], [-6.82, -1.58, 1.59]]
}

***

No. 6
{
  "formula": "C35H39NO11S",
  "method": "the ωB97M-V functional and the def2-TZVPD basis",
  "smiles": "CCCC[C@H]1COS(=O)(=O)[C@H](CCCN)C1.O=C1C=CC(=O)C=C1.O=C1C=CC(=O)C=C1.O=C1C=CC(=O)C=C1.O=C1C=CC(=O)C=C1",
  "homo_ev": -9.00,
  "elements": ["C", "C", "C", "C", "C", "C", "O", "S", "O", "O", "C", "C", "C", "C", "N", "C", "H", "H", "H", "H", "H", "H", "H", "H", "H", "H", "H", "H", "H", "H", "H", "H", "H", "H", "H", "H", "H", "H", "H", "O", "C", "C", "C", "C", "O", "C", "C", "H", "H", "H", "H", "O", "C", "C", "C", "C", "O", "C", "C", "H", "H", "H", "H", "O", "C", "C", "C", "C", "O", "C", "C", "H", "H", "H", "H", "O", "C", "C", "C", "C", "O", "C", "C", "H", "H", "H", "H"],
  "coordinates": [[-3.30, -1.86, 2.35], [-3.91, -1.46, 1.00], [-2.88, -1.00, -0.05], [-1.76, -2.04, -0.18], [-1.04, -2.19, -1.55], [-1.40, -1.19, -2.65], [-0.23, -0.44, -3.13], [0.42, 0.40, -1.95], [-0.57, 1.10, -1.20], [1.41, 1.23, -2.55], [1.10, -0.89, -0.91], [2.61, -0.97, -1.02], [3.39, 0.22, -0.47], [3.09, 0.55, 0.98], [3.97, -0.20, 1.89], [0.48, -2.22, -1.34], [-3.05, -2.91, 2.33], [-2.43, -1.26, 2.60], [-4.05, -1.73, 3.12], [-4.68, -0.71, 1.11], [-4.41, -2.34, 0.59], [-3.43, -0.85, -0.97], [-2.46, -0.08, 0.32], [-2.18, -3.01, 0.07], [-1.03, -1.85, 0.59], [-1.27, -3.17, -1.93], [-2.16, -0.46, -2.39], [-1.74, -1.72, -3.52], [0.79, -0.62, 0.09], [2.92, -1.86, -0.46], [2.88, -1.15, -2.05], [4.45, -0.04, -0.52], [3.27, 1.10, -1.08], [3.30, 1.60, 1.14], [2.04, 0.40, 1.23], [3.51, -0.35, 2.77], [4.21, -1.09, 1.47], [1.00, -2.59, -2.22], [0.65, -2.91, -0.51], [-4.79, -3.55, -1.59], [-5.89, -3.16, -1.92], [-6.10, -1.77, -2.40], [-7.31, -1.34, -2.76], [-8.50, -2.23, -2.70], [-9.59, -1.84, -3.03], [-8.28, -3.62, -2.22], [-7.08, -4.05, -1.86], [-5.23, -1.14, -2.44], [-7.49, -0.33, -3.11], [-9.16, -4.25, -2.18], [-6.90, -5.06, -1.51], [5.19, -3.03, 1.44], [6.20, -2.92, 2.09], [6.16, -2.55, 3.53], [7.27, -2.43, 4.24], [8.61, -2.67, 3.64], [9.62, -2.56, 4.29], [8.65, -3.04, 2.20], [7.53, -3.16, 1.48], [5.18, -2.39, 3.95], [7.27, -2.16, 5.29], [9.63, -3.20, 1.77], [7.54, -3.43, 0.44], [-2.14, 4.54, -4.67], [-1.14, 4.96, -4.13], [-0.86, 6.42, -4.07], [0.23, 6.89, -3.47], [1.21, 5.98, -2.83], [2.20, 6.41, -2.28], [0.93, 4.52, -2.89], [-0.16, 4.05, -3.49], [-1.59, 7.07, -4.55], [0.45, 7.95, -3.42], [1.65, 3.87, -2.42], [-0.38, 2.99, -3.53], [-2.11, 4.88, 3.68], [-1.16, 4.13, 3.68], [-0.38, 3.87, 2.44], [0.66, 3.04, 2.44], [1.09, 2.34, 3.68], [2.04, 1.59, 3.67], [0.31, 2.60, 4.92], [-0.73, 3.43, 4.92], [-0.71, 4.38, 1.55], [1.24, 2.84, 1.55], [0.64, 2.08, 5.81], [-1.31, 3.63, 5.81]]
}

***

Number 1: calculated total energy -2129.8000 Ha. Number 2: calculated total energy -1703.1922 Ha. Number 3: calculated total energy -6664.6104 Ha. Number 4: calculated total energy -7122.2893 Ha. Number 5: calculated total energy -1803.2513 Ha. Number 6: calculated total energy -2637.5144 Ha.